The following is a DFT calculation (ωB97M-V/def2-TZVPD) of a molecular structure, C28H44CrN8O7S2Sb.

Geometry as ORCA input:
```
! wB97M-V def2-TZVPD RIJCOSX def2/J DEFGRID3
* xyz 0 2
Sb 1.274 1.622 -2.210
Cr 0.458 -0.497 -0.767
S -1.294 5.663 3.131
S -0.626 -1.910 0.702
O 3.194 -1.893 -0.373
O -1.273 4.788 4.279
O -2.141 6.827 3.132
O 0.976 -2.053 -1.898
O -3.869 4.089 -2.321
O -0.061 1.928 0.762
O -3.855 5.207 -0.471
N -2.906 0.870 0.052
N -3.167 2.886 0.943
N 2.320 -0.908 0.035
N 0.693 0.897 0.690
N -0.205 -3.931 -1.153
N -3.735 4.168 -1.113
N -1.811 -0.391 -2.986
N -1.746 -4.271 0.453
C -0.138 3.185 -2.377
C 1.949 1.659 2.669
C 0.367 6.221 2.794
C 0.647 -3.283 -1.914
C -2.479 1.050 2.494
C 1.438 5.183 3.066
C 1.330 -4.101 -2.963
C -1.692 4.663 1.716
C 3.794 -0.648 1.985
C -2.602 -3.894 1.579
C -3.428 2.973 -0.415
C 2.625 -5.601 -4.914
C 1.140 -5.479 -3.029
C 2.059 1.586 -4.184
C 2.834 2.685 -1.220
C -0.857 -3.430 -0.086
C 2.166 -3.479 -3.887
C -1.988 -4.211 2.935
C -1.889 -5.637 -0.072
C -3.016 3.937 1.937
C 1.697 0.735 1.526
C 1.788 -6.225 -3.999
C 2.812 -4.227 -4.858
C -3.269 1.719 -0.936
C -0.779 -6.572 0.384
C 2.606 -0.318 1.146
C -1.024 -0.383 -2.138
C -2.864 1.583 1.161
H 2.949 0.961 -4.223
H 3.458 -1.012 2.958
H 1.637 -7.296 -4.045
H 3.127 -6.185 -5.674
H -0.521 3.384 -1.377
H -2.855 -6.000 0.276
H -2.664 -3.893 3.730
H -1.924 -5.587 -1.159
H 1.307 4.744 4.054
H 2.290 -2.405 -3.847
H 2.079 1.109 3.603
H 3.455 -3.737 -5.578
H -3.846 4.633 1.879
H 4.384 0.252 2.163
H 0.355 4.067 -2.783
H 1.313 1.188 -4.869
H -1.650 1.614 2.920
H 0.188 -6.217 0.033
H -3.026 3.457 2.913
H 0.481 -5.950 -2.314
H -1.812 -5.280 3.051
H -1.042 -3.685 3.058
H -2.827 -2.832 1.496
H -0.745 -6.649 1.471
H 0.464 7.107 3.423
H 3.672 2.021 -1.010
H 1.410 4.382 2.326
H -3.363 1.405 -1.962
H 2.765 -2.210 -1.186
H -0.950 -7.571 -0.020
H 2.437 3.071 -0.281
H -3.315 1.080 3.197
H -3.542 -4.431 1.452
H -2.170 0.016 2.363
H -0.879 3.945 1.579
H 2.845 2.269 2.518
H -1.765 5.325 0.853
H 4.417 -1.402 1.518
H 2.422 5.649 3.017
H 2.315 2.604 -4.473
H 0.360 6.553 1.754
H 1.094 2.323 2.772
H 3.178 3.515 -1.837
H -0.960 2.885 -3.025
*
```

The calculation puts the HOMO energy (alpha / beta) at -8.297 / -8.284 eV. The value obtained for the energy above the lowest of the compared OMol25 structures with the same formula, charge and spin is 0.0000 eV. As for the gap between HOMO and LUMO (alpha / beta): 7.17 / 7.52 eV.

Atomic partial charges in e from the Löwdin method, atoms 1 to 6:
1 Sb 1.43
2 Cr 0.29
3 S 0.64
4 S 0.83
5 O 0.00
6 O -0.32


The following is a DFT calculation (ωB97M-V/def2-TZVPD) of 2 unconnected molecules or ions with the total composition C7H17ClNOPS at a distorted geometry.

Geometry as ORCA input:
```
! wB97M-V def2-TZVPD RIJCOSX def2/J DEFGRID3
* xyz 0 1
Cl -2.568 -0.669 -1.430
S -0.870 -2.141 1.030
P -1.333 -0.308 0.127
O -2.533 0.108 1.032
N 0.031 2.066 0.270
C 2.725 -2.625 -1.236
C 0.362 2.821 -0.834
C 0.376 2.148 -2.240
C -2.575 1.152 1.993
C -1.397 1.008 3.005
C 1.744 -1.919 -0.351
C 0.429 -2.706 -0.300
H -0.040 -2.778 -1.293
H 2.220 -1.800 0.663
H -2.513 2.233 1.580
H 3.061 -3.634 -0.718
H -3.600 0.985 2.269
H -0.244 3.843 -0.945
H 3.436 -1.934 -1.732
H 0.886 2.583 -3.040
H 0.816 1.148 -2.057
H -1.609 1.709 3.938
H -0.443 1.370 2.508
H 0.813 -3.729 0.108
H 1.445 3.143 -0.564
H 1.390 -1.000 -0.713
H -1.451 0.012 3.488
H 2.175 -2.994 -2.089
H -0.732 1.908 -2.467
*
```

The calculation puts the HOMO energy (alpha / beta) at -8.216 / -7.962 eV. The value obtained for the energy above the lowest of the compared OMol25 structures with the same formula, charge and spin is 4.4288 eV. As for the gap between HOMO and LUMO (alpha / beta): 7.48 / 7.36 eV.

Atomic partial charges in e from the Löwdin method, atoms 1 to 6:
1 Cl 0.25
2 S 0.55
3 P 0.19
4 O -0.55
5 N 0.07
6 C -0.13


The following is a DFT calculation (ωB97M-V/def2-TZVPD) of 2 unconnected molecules or ions with the total composition C2H8.

Geometry as ORCA input:
```
! wB97M-V def2-TZVPD RIJCOSX def2/J DEFGRID3
* xyz 0 1
C -1.408 0.145 -1.336
C 1.408 -0.145 1.336
H 1.078 -1.017 0.753
H -2.209 -0.560 -1.603
H -1.850 1.064 -0.924
H -0.821 0.390 -2.233
H 0.583 0.579 1.411
H 2.266 0.328 0.836
H -0.751 -0.316 -0.583
H 1.705 -0.469 2.345
*
```

The calculation puts the HOMO energy at -13.007 eV. The value obtained for the energy above the lowest of the compared OMol25 structures with the same formula, charge and spin is 0.0095 eV. As for the gap between HOMO and LUMO: 14.15 eV. As for the SMILES: C.C.

Atomic partial charges in e from the Löwdin method, atoms 1 to 6:
1 C -0.05
2 C -0.06
3 H 0.01
4 H 0.02
5 H 0.02
6 H 0.02


The following is a DFT calculation (ωB97M-V/def2-TZVPD) of 10 unconnected molecules or ions with the total composition C4H28NO11 at a distorted geometry.

Geometry as ORCA input:
```
! wB97M-V def2-TZVPD RIJCOSX def2/J DEFGRID3
* xyz -1 1
O -0.253 4.619 -0.729
O -1.912 0.022 2.771
O 0.318 0.731 1.319
O 2.585 0.353 -2.224
O 3.780 -1.635 0.003
O 1.473 -1.306 -4.701
O -1.883 -2.031 -1.399
O 0.420 -0.343 -0.880
O -0.697 3.022 1.458
O 2.449 3.553 -1.599
O 3.054 1.267 1.056
N -2.403 0.049 0.340
C -2.052 -1.329 2.329
C -1.698 -2.244 -0.072
C -2.498 -1.308 0.790
C -1.865 -3.707 0.360
H 3.027 0.977 1.962
H -0.433 4.146 0.110
H -0.435 -0.708 -1.192
H -2.932 -4.001 0.168
H -0.991 -1.773 2.476
H -2.731 0.723 1.040
H 0.788 0.752 2.131
H -2.747 -1.830 -1.703
H 2.685 2.934 -0.834
H 3.330 -0.895 0.253
H 1.700 -0.449 -4.186
H -3.566 -1.742 0.844
H -1.433 0.357 0.234
H 4.664 -1.426 -0.449
H 1.906 -2.056 -4.227
H -0.655 -1.771 -0.110
H 2.562 1.357 -2.436
H 2.095 1.392 0.871
H 1.571 3.690 -1.401
H 1.900 0.246 -1.654
H -1.823 -3.642 1.463
H -1.013 -4.305 -0.161
H -2.804 -1.737 3.028
H 0.336 0.108 -0.001
H -1.188 3.117 2.395
H -0.402 2.054 1.432
H -1.033 0.362 2.343
H -1.199 4.406 -1.221
*
```

The calculation puts the HOMO energy at -6.177 eV. The value obtained for the energy above the lowest of the compared OMol25 structures with the same formula, charge and spin is 1.7346 eV. As for the gap between HOMO and LUMO: 9.07 eV.

Atomic partial charges in e from the Löwdin method, atoms 1 to 6:
1 O -0.15
2 O -0.18
3 O -0.32
4 O -0.07
5 O -0.06
6 O -0.14


> The highest energy above the lowest of the compared OMol25 structures with the same formula, charge and spin belongs to which entry?

C7H17ClNOPS